Molecular formula: C25H35F6N3O9
Method: DFT, ωB97M-V/def2-TZVPD

Geometry (Å):
O  -1.329  -5.101  -5.016
C  -1.683  -4.281  -4.149
C  -3.005  -3.367  -4.191
C  -3.947  -3.008  -5.365
C  -5.153  -2.065  -5.010
C  -5.378  -1.522  -3.550
C  -4.437  -1.923  -2.351
C  -3.255  -2.855  -2.710
C  -2.084  -3.469  -1.818
O  -1.986  -3.591  -0.574
N  -1.117  -3.913  -2.844
C  0.244  -3.380  -2.785
O  0.777  -3.309  -1.639
C  1.102  -2.827  -4.021
F  2.431  -2.597  -3.530
F  1.271  -3.825  -5.048
C  0.494  -1.539  -4.755
F  -0.575  -1.831  -5.648
F  1.553  -0.991  -5.556
C  -0.003  -0.359  -3.786
F  0.099  0.856  -4.559
F  -1.411  -0.479  -3.495
C  0.886  -0.117  -2.478
O  2.083  0.239  -2.496
O  0.297  -0.288  -1.185
H  -3.754  -3.413  -6.413
H  -5.911  -1.725  -5.786
H  -6.257  -0.811  -3.348
H  -4.578  -1.543  -1.285
H  -0.646  0.026  -1.202
C  -0.030  4.723  2.994
O  -0.649  3.531  3.446
C  -2.019  3.689  3.827
C  -2.967  3.116  2.770
N  -2.984  3.926  1.553
C  -3.548  3.264  0.376
C  -2.985  1.897  -0.053
O  -1.670  1.936  -0.603
C  -0.631  2.102  0.353
H  1.050  4.563  2.997
H  -0.319  4.958  1.966
H  -0.259  5.572  3.642
H  -2.257  4.730  4.067
H  -2.144  3.106  4.745
H  -3.983  3.072  3.187
H  -2.641  2.091  2.572
H  -2.042  4.219  1.331
H  -3.410  3.955  -0.462
H  -4.629  3.163  0.524
H  -3.624  1.529  -0.862
H  -3.050  1.142  0.738
H  -0.820  1.546  1.273
H  -0.479  3.161  0.552
H  0.294  1.726  -0.087
C  1.642  -1.677  1.449
O  2.416  -2.240  2.494
C  3.724  -2.660  2.093
C  4.800  -1.684  2.578
N  4.747  -0.413  1.859
C  5.463  0.693  2.497
C  5.144  1.045  3.963
O  3.868  1.644  4.172
C  2.773  0.744  4.117
H  0.601  -1.651  1.779
H  1.942  -0.645  1.243
H  1.703  -2.266  0.531
H  3.784  -2.830  1.014
H  3.894  -3.623  2.584
H  5.789  -2.140  2.431
H  4.648  -1.551  3.653
H  3.782  -0.136  1.735
H  5.257  1.583  1.893
H  6.538  0.499  2.413
H  5.871  1.802  4.273
H  5.290  0.201  4.646
H  3.004  -0.220  4.576
H  2.446  0.625  3.085
H  1.940  1.190  4.666

Calculated values
LUMO = -1.61 eV
gap between HOMO and LUMO = 6.751 eV
calculated total energy = -2413.89156 hartree
SMILES = O=C1c2ccccc2C(=O)N1C(=O)C(F)(F)C(F)(F)C(F)(F)C(=O)O.COCCNCCOC.COCCNCCOC
HOMO level = -0.307 Ha



Molecular formula: C25H35N2Re
Method: DFT, ωB97M-V/def2-TZVPD

Geometry (Å):
C  -0.066  0.643  -2.488
C  -0.374  -0.722  -2.167
C  0.849  -1.355  -1.691
C  1.879  -0.378  -1.692
C  1.307  0.887  -2.122
Re  0.138  0.412  -0.155
C  1.246  -0.863  2.499
C  0.959  0.540  1.920
H  0.320  1.147  2.577
C  1.805  1.276  1.004
H  2.784  0.861  0.731
H  1.809  2.372  1.068
C  1.212  -0.812  4.045
H  0.203  -0.541  4.402
H  1.485  -1.786  4.491
H  1.924  -0.050  4.409
C  2.619  -1.391  2.037
H  2.658  -1.457  0.937
H  3.421  -0.713  2.373
H  2.821  -2.396  2.445
C  -1.649  -1.440  -2.521
H  -2.540  -0.882  -2.189
H  -1.727  -1.571  -3.618
H  -1.684  -2.442  -2.066
C  0.991  -2.816  -1.366
H  0.069  -3.222  -0.921
H  1.205  -3.400  -2.282
H  1.811  -2.995  -0.653
C  3.347  -0.612  -1.476
H  3.539  -1.555  -0.940
H  3.857  -0.676  -2.456
H  3.826  0.208  -0.916
C  2.080  2.155  -2.365
H  2.984  2.196  -1.737
H  2.398  2.231  -3.424
H  1.469  3.042  -2.131
C  -0.997  1.633  -3.128
H  -0.715  2.670  -2.887
H  -0.975  1.519  -4.229
H  -2.035  1.484  -2.792
C  -0.923  -1.307  1.215
C  0.147  -1.820  1.993
C  -1.975  -2.137  0.774
C  0.171  -3.206  2.232
H  -1.142  -0.192  1.269
C  -1.939  -3.509  1.042
H  -2.813  -1.694  0.229
C  -0.856  -4.040  1.765
H  0.996  -3.645  2.804
H  -2.747  -4.162  0.698
H  -0.819  -5.113  1.979
C  -4.341  3.679  0.365
N  -2.951  3.258  0.288
C  -1.880  4.067  0.387
C  -0.750  3.295  0.268
N  -1.127  2.011  0.097
C  -2.472  2.008  0.104
H  -4.526  4.164  1.348
H  -4.553  4.411  -0.444
H  -5.021  2.809  0.257
H  -1.916  5.140  0.531
H  0.264  3.658  0.289
H  -3.082  1.123  -0.016

Calculated values
2S+1 = 4
energy relative to the best compared isomer or geometry (same formula, charge and spin) = 0.0 kJ/mol
LUMO (alpha / beta) = -2.09 / -3.29 eV
gap between HOMO and LUMO (alpha / beta) = 5.808 / 7.443 eV
total charge = +1
calculated total energy = -1161.12472 hartree
HOMO level (alpha / beta) = -0.290 / -0.395 Ha



Molecular formula: C25H35N3O8
Method: DFT, ωB97M-V/def2-TZVPD

Geometry (Å):
C  3.066  5.748  0.446
C  1.750  4.947  0.388
C  2.094  3.422  0.356
O  1.593  2.860  -0.859
C  2.291  1.710  -1.285
C  1.369  0.527  -1.706
C  1.624  -0.575  -0.700
N  1.853  -1.466  0.013
C  1.874  -0.041  -3.076
C  3.116  -0.918  -3.013
C  4.278  -0.641  -2.333
C  5.353  -1.509  -2.343
C  5.315  -2.673  -3.069
C  4.161  -2.950  -3.795
C  4.159  -4.230  -4.632
C  3.088  -2.102  -3.748
C  -0.154  0.821  -1.645
C  -0.530  1.014  -0.206
N  -0.732  1.318  0.899
C  -0.997  -0.425  -2.106
C  -2.524  -0.299  -1.793
C  -3.065  -1.434  -0.890
C  -2.697  -1.270  0.584
O  -3.582  -1.994  1.457
C  -3.179  -1.699  2.735
O  -2.651  -2.506  3.445
C  -0.640  2.006  -2.518
O  0.365  2.531  -3.384
N  -0.192  2.814  -4.639
O  0.407  3.674  -5.147
H  3.763  5.354  1.196
H  3.587  5.688  -0.521
H  2.856  6.801  0.665
H  1.119  5.104  1.268
H  1.221  5.164  -0.546
H  3.187  3.338  0.414
H  1.599  2.893  1.185
H  2.970  1.993  -2.107
H  2.958  1.384  -0.472
H  1.112  -0.586  -3.638
H  2.136  0.833  -3.691
H  4.372  0.264  -1.740
H  6.238  -1.257  -1.764
H  6.164  -3.351  -3.081
H  5.205  -4.499  -4.820
H  3.613  -4.109  -5.570
H  3.754  -5.043  -4.014
H  2.200  -2.353  -4.330
H  -0.649  -1.359  -1.647
H  -0.874  -0.509  -3.191
H  -3.041  -0.448  -2.753
H  -2.836  0.691  -1.438
H  -4.162  -1.377  -0.952
H  -2.768  -2.425  -1.254
H  -2.761  -0.199  0.841
H  -1.645  -1.551  0.760
H  -3.310  -0.668  3.120
H  -1.509  1.755  -3.143
H  -0.993  2.810  -1.857
C  -5.883  -0.145  8.597
O  -5.264  -1.419  8.423
C  -5.055  -1.755  7.147
O  -5.341  -1.086  6.188
O  -4.479  -2.951  7.124
C  -4.197  -3.438  5.806
H  -5.998  0.012  9.667
H  -5.255  0.647  8.192
H  -6.867  -0.128  8.131
H  -3.506  -2.777  5.291
H  -5.117  -3.551  5.234
H  -3.731  -4.414  5.911

Calculated values
LUMO = -0.30 eV
gap between HOMO and LUMO = 8.996 eV
calculated total energy = -1739.63779 hartree
SMILES = CCCOC[C@](C#N)(Cc1cccc(C)c1)[C@](C#N)(CCCCOC=O)CON=O.COC(=O)OC
HOMO level = -0.342 Ha



Molecular formula: C25H36As3I2NOSr
Method: DFT, ωB97M-V/def2-TZVPD

Geometry (Å):
Sr  1.092  -1.724  0.088
C  0.921  -3.900  1.893
C  -0.005  -4.179  0.869
C  -1.076  -3.269  0.990
C  -0.812  -2.430  2.094
C  0.424  -2.818  2.651
H  1.826  -4.454  2.100
H  0.080  -4.967  0.133
H  -1.961  -3.244  0.370
H  -1.464  -1.647  2.457
H  0.890  -2.396  3.530
C  1.432  2.748  1.878
As  0.522  1.014  1.942
C  0.891  0.649  3.828
C  -1.365  1.515  2.289
C  -2.370  1.952  1.210
C  -3.704  2.178  1.943
C  -2.660  0.856  0.164
As  -1.248  0.130  -1.002
C  -0.752  1.633  -2.143
C  -2.429  -0.787  -2.252
C  -1.917  3.248  0.506
As  -2.520  4.998  1.217
C  -1.389  5.176  2.814
C  -1.363  6.038  0.022
H  1.070  3.400  2.671
H  1.304  3.236  0.912
H  2.497  2.567  2.026
H  0.625  1.516  4.434
H  1.948  0.423  3.965
H  0.307  -0.212  4.148
H  -1.299  2.298  3.050
H  -1.762  0.627  2.791
H  -4.061  1.240  2.373
H  -4.468  2.553  1.259
H  -3.601  2.901  2.756
H  -3.469  1.214  -0.480
H  -3.042  -0.034  0.679
H  -1.630  2.138  -2.548
H  -0.163  1.212  -2.956
H  -0.137  2.349  -1.602
H  -3.169  -0.100  -2.665
H  -2.936  -1.606  -1.743
H  -1.820  -1.193  -3.059
H  -2.321  3.260  -0.510
H  -0.831  3.278  0.402
H  -1.723  4.500  3.601
H  -1.486  6.196  3.186
H  -0.343  4.983  2.584
H  -1.715  5.937  -1.004
H  -0.329  5.695  0.080
H  -1.406  7.091  0.295
I  0.681  -0.521  -5.305
C  1.878  -2.007  -4.467
C  2.561  -2.874  -5.332
C  3.339  -3.885  -4.843
I  4.318  -5.137  -6.205
C  3.467  -4.070  -3.443
C  4.229  -5.093  -2.838
C  4.283  -5.194  -1.478
C  3.576  -4.262  -0.704
N  2.858  -3.296  -1.225
C  2.785  -3.181  -2.578
C  1.943  -2.103  -3.079
O  1.323  -1.334  -2.258
H  2.461  -2.736  -6.399
H  4.762  -5.796  -3.465
H  4.854  -5.974  -0.994
H  3.596  -4.325  0.379

Calculated values
energy relative to the best compared isomer or geometry (same formula, charge and spin) = 1.3 kJ/mol
LUMO = -0.06 eV
gap between HOMO and LUMO = 7.240 eV
calculated total energy = -8437.68894 hartree
HOMO level = -0.268 Ha



Molecular formula: C25H36BClN2O5STi
Method: DFT, ωB97M-V/def2-TZVPD

Geometry (Å):
C  7.537  -3.339  0.591
C  7.045  -2.189  -0.517
C  7.924  -0.823  -0.297
C  7.171  0.066  0.858
C  5.761  0.784  0.317
C  4.953  1.267  1.660
C  3.672  2.252  1.384
C  2.867  1.968  -0.018
C  1.658  3.118  -0.090
C  0.225  2.529  -0.625
C  -0.487  1.449  0.435
C  -1.867  0.859  -0.224
C  -3.398  1.123  0.349
C  -3.570  2.023  1.735
C  -3.442  0.945  2.987
O  -4.649  0.849  3.824
C  -5.484  -0.302  3.432
C  -5.416  -1.583  4.458
C  -4.757  0.511  -0.407
Cl  -6.400  0.931  0.339
C  -4.600  -0.428  -1.779
B  -5.873  -1.102  -2.572
O  -5.797  -2.346  -3.416
O  -7.258  -0.521  -2.461
C  -7.938  -1.506  -1.556
C  -3.069  -0.654  -2.317
C  -1.733  -0.064  -1.572
C  -0.445  -0.587  -2.440
O  0.799  -0.492  -1.959
N  -0.948  -1.192  -3.750
N  -0.510  -0.531  -4.886
C  0.818  -0.883  -5.159
S  2.529  -0.989  -4.895
C  -2.443  -1.441  -3.610
O  -2.972  -2.248  -4.531
H  7.022  -4.360  0.339
H  7.181  -2.943  1.646
H  8.707  -3.403  0.557
H  7.097  -2.577  -1.626
H  5.906  -1.986  -0.252
H  8.138  -0.215  -1.283
H  8.971  -1.172  0.156
H  6.820  -0.703  1.697
H  7.848  0.892  1.354
H  5.093  0.039  -0.298
H  6.042  1.665  -0.412
H  4.705  0.306  2.300
H  5.732  1.898  2.308
H  3.931  3.403  1.424
H  2.891  2.035  2.261
H  2.367  0.899  0.023
H  3.557  1.980  -0.983
H  2.071  3.966  -0.810
H  1.574  3.604  0.973
H  0.375  2.071  -1.699
H  -0.487  3.474  -0.781
H  0.251  0.536  0.638
H  -0.633  2.041  1.439
H  -4.560  2.654  1.757
H  -2.674  2.788  1.886
H  -2.541  1.254  3.698
H  -3.152  -0.100  2.537
H  -6.619  0.061  3.358
H  -5.233  -0.727  2.352
H  -5.063  -1.327  5.544
H  -6.509  -2.054  4.486
H  -4.737  -2.404  3.920
H  -5.266  -3.009  -2.883
H  -8.763  -1.013  -0.885
H  -8.356  -2.444  -2.159
H  -7.125  -1.968  -0.814
Ti  -4.463  -0.617  -5.054

Calculated values
LUMO = -9.49 eV
gap between HOMO and LUMO = 3.805 eV
total charge = +2
calculated total energy = -3191.21283 hartree
HOMO level = -0.489 Ha



Molecular formula: C25H36BCrNO7S3
Method: DFT, ωB97M-V/def2-TZVPD

Geometry (Å):
Cr  1.869  -1.493  -0.071
C  4.484  -1.052  1.871
C  5.141  -0.669  0.562
O  4.198  -0.655  -0.512
C  3.922  0.629  -1.068
C  2.803  1.362  -0.387
O  1.613  0.572  -0.357
C  0.432  1.381  0.020
C  -0.780  -0.848  1.219
O  0.571  -1.261  1.669
C  1.001  -0.510  2.797
C  2.429  -0.868  3.048
O  3.148  -0.578  1.840
H  5.028  -0.594  2.701
H  4.483  -2.131  2.013
H  5.906  -1.403  0.322
H  5.616  0.311  0.633
H  3.684  0.455  -2.112
H  4.810  1.264  -1.031
H  2.611  2.275  -0.954
H  3.072  1.637  0.629
H  0.150  1.951  -0.873
H  0.770  2.106  0.766
H  -1.075  -1.580  0.472
H  -1.463  -0.959  2.067
H  0.391  -0.766  3.664
H  0.888  0.559  2.603
H  2.529  -1.926  3.282
H  2.824  -0.269  3.870
C  5.069  -6.378  1.374
O  4.255  -5.522  0.554
C  3.529  -4.560  1.139
S  3.580  -4.276  2.771
S  2.562  -3.770  -0.069
H  5.502  -7.099  0.688
H  4.467  -6.877  2.128
H  5.848  -5.808  1.872
S  0.347  -2.216  -1.764
C  1.628  -1.531  -2.676
N  1.398  -0.306  -3.215
C  2.123  0.258  -4.199
C  3.202  -0.393  -4.709
C  3.512  -1.664  -4.190
C  2.740  -2.232  -3.217
H  0.560  0.153  -2.873
H  1.792  1.229  -4.543
H  3.780  0.050  -5.507
H  4.359  -2.212  -4.589
H  2.933  -3.225  -2.837
C  -7.388  3.736  0.524
C  -6.619  2.651  -0.229
C  -6.530  3.073  -1.702
C  -7.403  1.334  -0.125
C  -5.212  2.437  0.350
C  -4.820  2.976  1.563
C  -3.536  2.747  2.104
C  -2.660  1.963  1.396
O  -1.384  1.612  1.717
B  -0.913  0.667  0.632
O  -2.029  0.683  -0.370
C  -3.040  1.413  0.172
C  -4.290  1.630  -0.354
H  -8.352  3.904  0.033
H  -6.838  4.682  0.530
H  -7.590  3.444  1.558
H  -7.530  3.296  -2.094
H  -6.094  2.288  -2.326
H  -5.911  3.969  -1.806
H  -8.419  1.453  -0.522
H  -7.474  1.019  0.919
H  -6.905  0.536  -0.684
H  -5.508  3.594  2.131
H  -3.243  3.177  3.057
H  -4.552  1.155  -1.296

Calculated values
2S+1 = 5
energy relative to the best compared isomer or geometry (same formula, charge and spin) = 333.2 kJ/mol
LUMO (alpha / beta) = -0.72 / -0.97 eV
gap between HOMO and LUMO (alpha / beta) = 5.877 / 5.625 eV
calculated total energy = -3819.59475 hartree
HOMO level (alpha / beta) = -0.242 / -0.242 Ha